Below is 7 unconnected molecules or ions with the total composition C5H27N2O6, with properties calculated with ωB97M-V with the def2-TZVPD basis set.

Computed properties:
Multiplicity: 1
M: 211.3 g mol⁻¹
Energy relative to the best compared isomer or geometry (same formula, charge and spin): 0.000 eV
Charge: +1
E_tot: -20883.919 eV
Gap between HOMO and LUMO: 10.519 eV

Last columns: bonded neighbours and bond lengths (Å).
Element x y z (Å)
1 C 1.44418 -0.62886 -1.12201  N2 1.458, C4 1.523, H8 1.094, H9 1.098
2 N 0.77920 -0.24864 -2.36227  C1 1.458, C3 1.469, H10 1.008
3 C -0.50880 -0.92606 -2.56366  N2 1.469, H11 1.092, H12 1.095, H13 1.089
4 C 0.58625 -0.39354 0.11469  C1 1.523, N5 1.507, H14 1.094, H15 1.083
5 N 0.04253 1.01160 0.11948  C4 1.507, C6 1.504, H16 1.030, H17 1.015
6 C 0.54312 1.83711 1.27283  N5 1.504, C7 1.507, H18 1.089, H19 1.088
7 C -0.11263 1.40102 2.55824  C6 1.507, H20 1.089, H21 1.091, H22 1.092
8 H 2.35530 -0.04078 -0.97881  C1 1.094
9 H 1.77097 -1.67734 -1.10824  C1 1.098
10 H 1.40309 -0.46136 -3.12540  N2 1.008
11 H -1.23760 -0.48940 -1.87768  C3 1.092
12 H -0.46294 -2.00912 -2.41156  C3 1.095
13 H -0.84964 -0.71058 -3.57529  C3 1.089
14 H 1.19677 -0.57224 1.00529  C4 1.094
15 H -0.25356 -1.07377 0.18010  C4 1.083
16 H -0.97979 0.95002 0.22935  N5 1.030
17 H 0.28105 1.45430 -0.76254  N5 1.015
18 H 0.31224 2.87708 1.04666  C6 1.089
19 H 1.62876 1.76307 1.28412  C6 1.088
20 H 0.09274 2.10787 3.36113  C7 1.089
21 H -1.19599 1.33091 2.45255  C7 1.091
22 H 0.23852 0.42617 2.90209  C7 1.092
23 H 0.57028 1.74491 -2.88563  O25 0.994
24 H 0.85989 3.28215 -3.16007  O25 0.967
25 O 0.41105 2.67065 -2.56091  H23 0.994, H24 0.967
26 H -3.39906 0.10605 0.86317  O28 0.957
27 H -2.35920 -1.04135 1.03810  O28 0.996
28 O -2.49197 -0.12734 0.66575  H26 0.957, H27 0.996
29 H -2.44511 3.38383 -1.02067  O31 0.956
30 H -1.02424 3.01544 -1.54433  O31 0.972
31 O -1.61885 2.97032 -0.77688  H29 0.956, H30 0.972
32 H 4.08782 0.05991 1.48278  O34 0.972
33 H 3.36698 0.00931 2.81635  O34 0.957
34 O 3.19859 0.06648 1.87557  H32 0.972, H33 0.957
35 H 0.30177 -4.72049 0.78676  O37 0.962
36 H -0.71144 -4.54152 -0.34797  O37 0.973
37 O -0.22472 -4.05184 0.33758  H35 0.962, H36 0.973
38 H -1.40219 -3.18734 1.31277  O40 0.977
39 H -2.09379 -2.89611 2.71746  O40 0.983
40 O -2.09958 -2.67051 1.76109  H38 0.977, H39 0.983